(1)
Density functional theory data (the ωB97M-V functional and the def2-TZVPD basis) for a molecular structure, C25H19Br2N6O3SeTi.

As for the frontier orbital gap (spin up / spin down): 0.25730 / 0.25738 Eh. For the LUMO energy (spin up / spin down), the calculation gives -10.657 / -10.655 eV. For the HOMO energy (spin up / spin down), the calculation gives -17.66 / -17.66 eV. Its spin multiplicity is 1. Its charge is +3.

```
57
C25H19Br2N6O3SeTi, DFT the ωB97M-V functional and the def2-TZVPD basis
Ti 0.8323 -0.0927 0.7811
O -5.7966 3.4047 -0.5436
N -4.6370 3.7358 -0.5066
O -4.1420 4.8170 -0.8820
C -3.6246 2.7933 0.0233
C -4.1185 1.9532 0.9712
C -3.3113 0.9138 1.4855
C -3.7638 -0.0251 2.3701
C -2.9899 -1.0011 2.8855
C -1.6355 -1.0139 2.4243
N -1.1428 -0.1674 1.5001
C -1.9540 0.7841 1.0392
C -1.4256 1.7031 0.1078
N -0.0828 1.6181 -0.1800
C 0.4881 2.5053 -0.9722
C -0.2765 3.5285 -1.6048
C -1.6259 3.5912 -1.3946
C -2.1956 2.7413 -0.4204
H -5.1236 2.0462 1.3799
H -4.8199 0.1820 2.6501
H -3.3587 -1.8204 3.4887
H -0.8438 -1.6643 2.8229
H 1.5608 2.3732 -0.9773
H 0.2096 4.1552 -2.3302
H -2.1648 4.3344 -1.8415
Br 5.2940 0.6860 -4.0805
C 4.1158 0.4552 -2.7691
C 4.3908 0.9008 -1.4722
C 3.4362 0.6773 -0.5016
N 2.2816 0.0481 -0.7157
C 2.0711 -0.4949 -1.9268
C 2.9200 -0.2370 -2.9929
C 0.8095 -1.3331 -2.0279
C 0.5252 -2.1652 -3.0887
C -0.6858 -2.7982 -3.1075
Br -1.1775 -3.9193 -4.5112
C -1.6262 -2.4773 -2.1567
C -1.2731 -1.7096 -1.1150
N -0.0814 -1.0941 -1.0478
H 5.3361 1.2680 -1.1614
H 3.6517 1.0071 0.5091
H 2.6808 -0.6215 -4.0142
H 1.2766 -2.3046 -3.8930
H -2.5603 -2.9803 -2.0443
H -1.9545 -1.5377 -0.2778
C 2.2670 -3.7547 2.7026
C 2.5115 -2.3032 2.3085
O 1.4071 -1.9407 1.3054
H 2.9040 -4.1724 3.4972
H 2.6209 -4.4516 1.9279
H 1.2073 -3.9894 3.0845
H 3.4550 -2.1783 1.7949
H 2.4375 -1.6145 3.1265
H 1.1805 -2.7182 0.7602
Se 2.9179 2.0814 4.3969
C 2.0220 1.4777 3.0886
N 1.5816 0.7988 2.1254
```

(2)
Density functional theory data (the ωB97M-V functional and the def2-TZVPD basis) for 2 unconnected molecules or ions with the total composition C25H19Cl2N3O3.

As for the frontier orbital gap: 0.19537 Eh. Its SMILES is OC(c1ccccc1)(c1ccccc1)[C@@H]1CCCN1.N#CC1=C(C#N)C(=O)C(Cl)=C(Cl)C1=O. For the LUMO energy, the calculation gives -3.507 eV. For the HOMO energy, the calculation gives -8.82 eV. Its spin multiplicity is 1. Its charge is 0.

```
52
C25H19Cl2N3O3, DFT the ωB97M-V functional and the def2-TZVPD basis
O -4.4004 2.0440 -2.6997
C -3.9680 2.8055 -1.5815
C -4.0794 4.2565 -2.0818
C -5.0674 4.5144 -3.0318
C -5.2095 5.8011 -3.5655
C -4.3949 6.8399 -3.1030
C -3.3970 6.5802 -2.1584
C -3.2288 5.2850 -1.6495
C -4.8889 2.4968 -0.3713
C -5.4190 1.2119 -0.2367
C -6.2880 0.9178 0.8204
C -6.6292 1.9256 1.7312
C -6.0632 3.2009 1.6254
C -5.1844 3.4883 0.5730
C -2.5497 2.3684 -1.1987
C -1.4627 2.5894 -2.2688
C -0.4935 1.4083 -2.0785
C -1.2383 0.3682 -1.2216
N -2.5489 0.9443 -0.9881
H -4.1081 1.1191 -2.5737
H -5.7268 3.7088 -3.3634
H -5.9814 5.9731 -4.3193
H -4.5402 7.8505 -3.4837
H -2.7542 7.3803 -1.7887
H -2.4623 5.0681 -0.8996
H -5.1441 0.4276 -0.9498
H -6.6854 -0.0973 0.8995
H -7.3283 1.7023 2.5363
H -6.2995 3.9817 2.3531
H -4.7031 4.4665 0.4885
H -2.2571 2.8809 -0.2606
H -1.9253 2.5582 -3.2658
H -0.9884 3.5660 -2.1434
H -0.1885 0.9732 -3.0346
H 0.4057 1.7372 -1.5422
H -1.3070 -0.6131 -1.7172
H -0.7188 0.1934 -0.2623
H -3.0147 0.6183 -0.1438
N -3.2136 -2.1163 2.7666
C -2.2113 -1.5130 2.7707
C -0.9862 -0.7960 2.7718
C -0.9717 0.5674 2.6560
C -2.1691 1.3008 2.4944
N -3.1378 1.9403 2.3459
C 0.2782 1.3435 2.6745
O 0.2617 2.5599 2.4846
C 1.5241 0.5585 2.8792
Cl 2.9542 1.4689 2.9893
C 1.5158 -0.8063 2.9350
Cl 2.9360 -1.7275 3.0677
C 0.2495 -1.5882 2.8949
O 0.2094 -2.8132 2.9573
```

no.,maximum force (eV Å⁻¹),E_tot (Eh)
1,3.22,-9916.31072
2,3.10,-2274.36263